69
Properties=species:S:1:pos:R:3 method="wB97M-V/def2-TZVPD" gap_ev="6.12 / 6.05" s2=0.865 homo_ev="-3.9 / -3.9" total_energy_ha=-4804.1188 de_lowest_kj_mol=123.5 lumo_energy_ev="2.191 / 2.172" charge=-1 multiplicity=2
Mn -0.8170 -0.7570 0.4986
O -1.8563 -0.6981 3.0189
C -0.7361 -0.7656 2.5034
C 0.4831 -0.6827 3.3390
C 0.4937 -0.7854 4.7321
C 1.6826 -0.6466 5.4225
C 2.8762 -0.4163 4.7405
C 2.8765 -0.3137 3.3579
C 1.6813 -0.4348 2.6621
P 1.4179 -0.2111 0.8784
C 3.0602 -0.7195 0.2292
C 3.3281 -2.0891 0.1984
C 4.5717 -2.5572 -0.1921
C 5.5679 -1.6654 -0.5636
C 5.3137 -0.3036 -0.5287
C 4.0707 0.1693 -0.1291
C 1.4502 1.6153 0.6904
C 1.1159 2.4479 1.7594
C 0.9754 3.8135 1.5661
C 1.1678 4.3632 0.3065
C 1.4994 3.5417 -0.7610
C 1.6261 2.1746 -0.5754
H -0.4399 -0.9734 5.2479
H 1.6915 -0.7176 6.5042
H 3.8020 -0.3186 5.2944
H 3.8009 -0.1439 2.8173
H 2.5450 -2.7837 0.4707
H 4.7632 -3.6229 -0.2148
H 6.5419 -2.0277 -0.8684
H 6.0870 0.4004 -0.8120
H 3.8937 1.2350 -0.0947
H 0.9554 2.0170 2.7395
H 0.7041 4.4513 2.3987
H 1.0413 5.4278 0.1517
H 1.6296 3.9585 -1.7515
H 1.8382 1.5326 -1.4212
Cl -7.3124 0.5137 1.1476
C -5.7376 -0.2264 0.9936
C -5.6285 -1.5825 1.1550
C -4.3864 -2.1843 1.0052
I -4.1883 -4.2587 1.2174
C -3.1990 -1.4904 0.7085
O -2.1018 -2.1309 0.5035
C -3.3253 -0.0484 0.6308
N -2.2070 0.7080 0.4617
C -2.3041 1.9994 0.2575
C -3.5313 2.6668 0.2479
C -4.6738 1.9614 0.5034
C -4.6057 0.5684 0.7183
H -6.5015 -2.1798 1.3778
H -1.3756 2.5312 0.0823
H -3.5604 3.7271 0.0387
H -5.6388 2.4473 0.5225
O -0.6228 1.9089 -2.6745
S -1.3484 0.6646 -2.6608
O -2.7820 0.7677 -2.5852
N -0.7480 -0.3528 -1.4972
C -0.3240 -1.4898 -2.0453
S 0.2976 -2.7038 -1.0724
C -0.4046 -1.5486 -3.5030
C -0.0478 -2.5917 -4.3491
C -0.1730 -2.4072 -5.7143
C -0.6399 -1.2037 -6.2410
C -1.0205 -0.1691 -5.3956
C -0.9010 -0.3675 -4.0391
H 0.3144 -3.5140 -3.9146
H 0.0910 -3.2116 -6.3896
H -0.7154 -1.0821 -7.3134
H -1.4008 0.7638 -5.7919